The following is a DFT calculation (the ωB97M-V functional and the def2-TZVPD basis) of a molecular structure, C3O4Pd at a distorted geometry.

Positions of all 8 atoms, in Å:
C 2.3355 1.5471 -1.7391
C 1.4340 0.7022 -1.1903
O 1.2707 1.2350 0.0849
O 0.3225 0.2851 -1.7913
O -0.9979 -0.7780 0.8709
C -1.7662 -1.2858 1.5887
O -2.4683 -1.7946 2.3364
Pd -0.1302 0.0891 -0.1602

Summary:
electronic energy: -542.66531 a.u.
total charge: 0
spin multiplicity: 3
gap between HOMO and LUMO (spin up / spin down): 6.74 / 7.75 eV

***

The following is a DFT calculation (the ωB97M-V functional and the def2-TZVPD basis) of a molecular structure, C3O4Yb at a distorted geometry.

Positions of all 8 atoms, in Å:
C 1.5102 -0.8542 -0.0206
C 0.2731 -1.2669 0.1330
O -0.5159 -2.1569 -0.4556
O -0.8155 0.2242 0.3434
Yb -2.0762 -1.8515 1.1192
O -0.2836 2.8856 -0.5554
C 0.1795 1.8892 -0.1867
O 1.7284 1.1305 -0.3773

Summary:
electronic energy: -1573.65026 a.u.
total charge: -1
spin multiplicity: 2
gap between HOMO and LUMO (spin up / spin down): 5.22 / 6.46 eV

***

The following is a DFT calculation (the ωB97M-V functional and the def2-TZVPD basis) of a single C3O5 molecule at a distorted geometry.

Positions of all 8 atoms, in Å:
C 0.1948 0.5014 -1.1949
C -0.3898 -0.9593 0.3897
C 0.1700 0.3714 1.0437
O 0.3107 0.9341 -2.2870
O -0.2466 -0.7586 -0.9477
O -0.8941 -1.8853 0.8566
O 0.3160 0.6418 2.1922
O 0.5390 1.1545 -0.0526

Summary:
electronic energy: -490.54159 a.u.
total charge: 0
SMILES: O=C1OC(=O)C(=O)O1
gap between HOMO and LUMO: 10.77 eV

***

The following is a DFT calculation (the ωB97M-V functional and the def2-TZVPD basis) of a molecular structure, C3ORh at a distorted geometry.

Positions of all 5 atoms, in Å:
C -1.0486 -1.0916 0.1131
C -0.4894 0.7579 -0.0766
O -1.6740 0.0711 -0.0612
C 0.6282 0.0931 -0.0099
Rh 2.5838 0.1695 0.0346

Summary:
electronic energy: -298.82584 a.u.
total charge: +2
spin multiplicity: 6
gap between HOMO and LUMO (spin up / spin down): 7.57 / 6.78 eV

***

The following is a DFT calculation (the ωB97M-V functional and the def2-TZVPD basis) of a gas-phase ion, C3S5 (charge -2) at a distorted geometry.

Positions of all 8 atoms, in Å:
C 1.1619 0.6161 -1.2564
C -1.0095 0.8237 1.5757
C -0.1805 -1.2933 -0.1528
S 2.6217 1.4528 -1.1017
S -1.8169 2.2012 1.9750
S -0.8927 -2.7368 0.1642
S 1.2807 -1.1626 -1.1118
S -1.1646 0.0990 -0.0923

Summary:
electronic energy: -2105.06729 a.u.
total charge: -2
spin multiplicity: 3
gap between HOMO and LUMO (spin up / spin down): 4.13 / 4.27 eV

***

The following is a DFT calculation (the ωB97M-V functional and the def2-TZVPD basis) of 6 unconnected molecules or ions with the total composition C40H100ClN5O5 at a distorted geometry.

Positions of all 151 atoms, in Å:
Cl -0.3704 0.1254 -0.6042
C 1.7870 2.1504 -3.3670
C 0.9802 2.9581 -4.5428
N -0.4872 3.0683 -4.2716
C -1.3255 3.7394 -5.3864
C -1.1398 1.6349 -4.2042
C -0.9384 0.7013 -5.5233
C -0.8223 3.8264 -2.9104
C -0.0564 5.1213 -2.6896
O -0.1943 6.0781 -3.7624
C 0.8931 7.1377 -3.7502
H 2.8574 2.1695 -3.5720
H 1.6580 1.0682 -3.3818
H 1.6503 2.5090 -2.3468
H 1.0442 2.5077 -5.5333
H 1.4148 3.9493 -4.6725
H -2.4083 3.6180 -5.4171
H -0.8221 3.4493 -6.3087
H -1.1548 4.8148 -5.3371
H -2.1846 1.8959 -4.0357
H -0.8616 1.2576 -3.2201
H -0.9313 1.2079 -6.4884
H -1.6970 -0.0810 -5.5482
H 0.0699 0.3018 -5.4144
H -0.3821 3.0964 -2.2310
H -1.8939 4.0255 -2.9203
H 0.9987 4.9298 -2.4941
H -0.4176 5.5676 -1.7631
H 0.5283 8.0266 -4.2649
H 1.7397 6.6106 -4.1901
H 1.1530 7.4973 -2.7546
C 3.5792 -3.6748 3.4892
C 2.9342 -2.3380 3.0177
N 1.4630 -1.9617 3.5527
C 1.0291 -0.6852 2.7095
C 0.5751 -3.1815 3.1758
C 0.1995 -3.3091 1.6683
C 1.3358 -1.5690 5.0948
C 1.8921 -0.2445 5.5596
O 3.3576 -0.3337 5.6412
C 3.9205 0.4845 6.6577
H 4.6279 -3.6731 3.1919
H 3.0103 -4.4468 2.9709
H 3.4715 -3.8757 4.5551
H 2.7777 -2.4480 1.9446
H 3.5715 -1.5056 3.3163
H 1.6841 0.1416 2.9846
H -0.0145 -0.4365 2.9022
H 1.1828 -0.9017 1.6523
H -0.3539 -2.9639 3.7027
H 0.9229 -4.0619 3.7162
H 1.0011 -3.5644 0.9752
H -0.4226 -2.5198 1.2464
H -0.5069 -4.1378 1.7177
H 1.7877 -2.4912 5.4601
H 0.2673 -1.6090 5.3068
H 1.4677 -0.0628 6.5470
H 1.6047 0.6469 5.0020
H 3.4295 1.4511 6.5451
H 4.9279 0.8195 6.4107
H 3.9027 0.0458 7.6553
C -5.6842 1.9159 3.6253
C -5.4565 1.5998 2.0760
N -4.1582 0.9059 1.6652
C -2.9874 1.9320 1.7714
C -3.9498 -0.1783 2.7471
C -2.9473 -1.2686 2.3429
C -4.1544 0.2649 0.2170
C -4.5425 1.2491 -0.8822
O -5.9714 1.2816 -0.9140
C -6.6917 2.0303 -1.8361
H -4.9783 2.6337 4.0431
H -5.6673 1.0786 4.3229
H -6.6575 2.3945 3.7334
H -5.7236 2.4294 1.4214
H -6.1974 0.8546 1.7867
H -2.0327 1.4264 1.6266
H -2.9220 2.2979 2.7961
H -3.1483 2.8249 1.1673
H -4.9261 -0.6556 2.8311
H -3.6406 0.3381 3.6558
H -3.1674 -2.0268 1.5914
H -2.7212 -1.9542 3.1595
H -2.0016 -0.8993 1.9464
H -4.7498 -0.6479 0.1957
H -3.1013 -0.0111 0.1641
H -4.1748 0.9274 -1.8566
H -4.1623 2.2256 -0.5823
H -7.7204 2.2633 -1.5612
H -6.8760 1.4855 -2.7620
H -6.0646 2.9106 -1.9773
C 5.0189 -0.1603 -0.9195
C 4.6231 0.1267 0.5407
N 5.2693 1.3399 1.2630
C 4.9038 1.2958 2.7302
C 6.8823 1.2199 1.1000
C 7.7113 2.2783 1.7354
C 4.8724 2.7470 0.4861
C 3.3562 3.0755 0.3231
O 2.6299 2.6237 1.4145
C 1.2520 2.7945 1.4277
H 4.6685 -1.1537 -1.1996
H 6.0874 -0.1878 -1.1330
H 4.5920 0.5892 -1.5858
H 5.1369 -0.6882 1.0507
H 3.5882 0.1181 0.8829
H 3.8429 1.0471 2.7559
H 5.1714 2.2664 3.1478
H 5.3030 0.5699 3.4387
H 6.9368 1.4311 0.0320
H 7.2544 0.2286 1.3587
H 8.7437 2.0537 1.4673
H 7.6195 1.9683 2.7763
H 7.6044 3.3366 1.4972
H 5.4991 2.6651 -0.4019
H 5.2632 3.5051 1.1648
H 3.0053 2.4203 -0.4743
H 3.1558 4.1139 0.0593
H 0.9051 3.8240 1.3393
H 0.9529 2.4945 2.4320
H 0.8729 2.2508 0.5623
C -3.0178 -2.1286 -3.1327
C -2.3743 -2.9736 -1.9904
N -1.5596 -4.2576 -2.4694
C -2.4661 -5.0381 -3.5237
C -0.2583 -3.9816 -3.2814
C 0.8642 -3.3881 -2.4649
C -1.3814 -5.2517 -1.3194
C -2.4480 -6.0952 -0.7024
O -3.6917 -5.3968 -0.6173
C -4.7173 -6.1461 -0.0698
H -3.2665 -1.1580 -2.7036
H -4.0512 -2.4492 -3.2646
H -2.5603 -1.9891 -4.1122
H -3.1658 -3.3156 -1.3235
H -1.7498 -2.3416 -1.3589
H -3.5125 -5.0847 -3.2220
H -2.0182 -6.0145 -3.7081
H -2.5850 -4.4514 -4.4346
H -0.5730 -3.2868 -4.0600
H 0.0335 -4.9010 -3.7890
H 0.5606 -2.5425 -1.8478
H 1.6456 -3.0463 -3.1437
H 1.2188 -4.1458 -1.7662
H -1.0987 -4.5593 -0.5264
H -0.4774 -5.8556 -1.3968
H -2.1655 -6.4942 0.2717
H -2.7620 -6.9579 -1.2899
H -4.8810 -6.8994 -0.8404
H -5.6665 -5.6103 -0.0747
H -4.7331 -6.6178 0.9127

Summary:
electronic energy: -2692.62439 a.u.
total charge: +4
gap between HOMO and LUMO: 9.65 eV

***

The following is a DFT calculation (the ωB97M-V functional and the def2-TZVPD basis) of 8 unconnected molecules or ions with the total composition C40H101F6N7O13P at a distorted geometry.

Positions of all 168 atoms, in Å:
P 24.3853 14.4742 9.5486
F 22.7389 14.2457 9.5775
F 24.7008 13.3743 8.4070
F 24.1332 15.6708 8.4512
F 25.9486 14.7577 9.5551
F 24.1960 15.5930 10.6211
F 24.3735 13.3392 10.6865
C 19.8435 13.4332 6.2815
O 19.7694 14.9206 6.2730
C 20.9396 15.7020 6.2692
C 20.5861 17.2718 6.2736
N 19.9646 17.7561 7.5089
C 20.7920 17.2719 8.6718
C 20.2707 18.0209 9.9665
O 20.5096 19.3885 9.5743
C 21.5474 20.1060 10.3358
H 20.8283 13.0832 6.5913
H 19.7432 13.0456 5.2677
H 19.0230 13.0906 6.9119
H 21.3684 15.3797 5.3203
H 21.6167 15.3028 7.0244
H 20.0362 17.4915 5.3585
H 21.5313 17.7124 5.9562
H 19.2224 17.0716 7.5372
H 21.8768 17.2681 8.5663
H 20.5038 16.2249 8.7663
H 20.9722 17.6092 10.6921
H 19.2595 17.9686 10.3700
H 21.8791 21.0357 9.8734
H 22.3803 19.4093 10.2419
H 21.2121 20.2035 11.3684
C 26.2767 10.6800 10.3152
O 25.2984 9.6155 10.2656
C 24.2641 9.7977 9.2562
C 24.6032 8.5510 8.2765
N 23.2726 8.1503 7.6706
C 22.4954 7.0918 8.3587
C 23.1526 5.6698 8.3799
O 23.7174 5.3187 7.1003
C 24.5314 4.1874 7.0402
H 26.5584 11.0735 9.3385
H 27.2705 10.3348 10.6003
H 25.9855 11.5057 10.9645
H 24.1925 10.7825 8.7946
H 23.3855 9.4844 9.8201
H 25.2171 7.7661 8.7183
H 25.1853 8.9125 7.4288
H 23.4592 7.7592 6.7583
H 21.5077 6.9514 7.9194
H 22.2210 7.3668 9.3771
H 22.5599 4.7768 8.5782
H 23.8891 5.7603 9.1783
H 25.1530 4.0874 7.9299
H 25.1209 4.0490 6.1338
H 23.9992 3.2361 7.0392
C 23.7401 17.9734 15.9789
O 22.6552 18.6849 15.4932
C 22.4814 18.7522 14.0263
C 22.6192 17.4493 13.2065
N 21.5649 16.3873 13.3819
C 21.9968 15.1118 12.7283
C 20.9715 14.0295 13.1035
O 20.8971 13.8464 14.5816
C 22.0682 13.1785 15.1247
H 23.7296 18.2201 17.0406
H 24.7682 18.1563 15.6664
H 23.4699 16.9178 15.9488
H 23.3351 19.3648 13.7368
H 21.5288 19.2461 13.8347
H 23.5826 17.0265 13.4913
H 22.6584 17.6612 12.1380
H 21.3970 16.0917 14.3330
H 22.9623 14.9255 13.1987
H 22.0421 15.2298 11.6457
H 21.2108 13.0646 12.6567
H 19.9917 14.2346 12.6721
H 22.1386 12.1226 14.8636
H 22.0892 13.1516 16.2142
H 22.9958 13.7317 14.9774
C 30.0512 17.8238 7.7698
O 29.1835 17.0027 7.0319
C 29.1635 15.6605 7.6439
C 28.1229 14.7353 6.8909
N 26.9455 15.3949 6.4569
C 26.1884 14.4700 5.5874
C 25.0896 15.2729 4.8370
O 25.5806 16.5939 4.5487
C 24.5411 17.4700 3.9659
H 29.9504 17.7194 8.8501
H 29.6123 18.7887 7.5164
H 31.0525 17.6425 7.3790
H 28.7392 15.6501 8.6478
H 30.1225 15.1699 7.8105
H 27.9076 13.9202 7.5818
H 28.5931 14.2601 6.0300
H 26.3965 15.3511 7.3035
H 25.7587 13.6561 6.1714
H 26.8340 13.8838 4.9335
H 24.2644 15.2784 5.5491
H 24.7670 14.5684 4.0705
H 23.7577 17.7592 4.6665
H 23.8786 16.9422 3.2799
H 24.9182 18.3407 3.4295
C 18.3969 12.5533 10.5566
O 19.0616 11.3412 10.0249
C 20.3268 11.7813 9.4136
C 20.8560 10.6327 8.3801
N 19.8605 10.4756 7.3088
C 20.1901 9.3790 6.4128
C 19.1863 9.3213 5.2314
O 17.9831 8.6908 5.6941
C 17.0623 9.4521 6.4795
H 19.0765 12.8525 11.3546
H 17.5566 12.1915 11.1491
H 18.1526 13.3041 9.8051
H 21.0230 11.9021 10.2435
H 20.1807 12.7292 8.8956
H 21.1297 9.7192 8.9081
H 21.7522 11.0391 7.9113
H 19.0423 10.1307 7.7902
H 20.2309 8.3654 6.8114
H 21.2188 9.5247 6.0833
H 19.5430 8.6598 4.4419
H 19.0136 10.3107 4.8078
H 16.1825 8.8204 6.6025
H 16.8865 10.4456 6.0670
H 17.4473 9.5499 7.4946
C 28.1848 20.5355 10.1689
O 27.7972 19.6202 9.1578
C 26.3436 19.3100 9.1532
C 26.3468 18.2375 8.0164
N 26.9504 18.6925 6.7068
C 26.0893 19.7060 6.1298
C 26.4233 20.1439 4.7667
O 27.0208 19.0741 4.0021
C 27.2046 19.6164 2.6195
H 27.3711 21.1691 10.5218
H 28.9123 21.2591 9.8009
H 28.6239 19.9577 10.9822
H 25.7021 20.1832 9.0343
H 26.0548 19.0274 10.1655
H 25.3246 17.8590 8.0089
H 26.9954 17.4385 8.3755
H 27.5769 19.3420 7.1604
H 26.1212 20.6346 6.6998
H 25.0294 19.4864 6.2583
H 27.0812 21.0123 4.7340
H 25.5176 20.5188 4.2899
H 27.9651 20.3886 2.5028
H 26.3259 20.1771 2.3007
H 27.4171 18.7663 1.9712
C 30.7154 15.5672 15.3552
C 30.1425 16.0924 14.0108
C 28.6032 15.8870 13.8020
O 28.0990 16.5183 12.5973
C 26.6856 16.7727 12.6615
N 30.5334 17.5496 13.9755
H 30.2158 14.6333 15.6129
H 30.3806 16.2210 16.1605
H 31.7656 15.3076 15.4886
H 30.6568 15.7926 13.0977
H 28.2401 16.3995 14.6929
H 28.3268 14.8342 13.8587
H 26.4156 17.7983 12.9134
H 26.1481 16.1225 13.3517
H 26.2099 16.4813 11.7250
H 29.8638 18.0391 14.5519
H 30.1226 17.6100 13.0548

Summary:
electronic energy: -3886.08938 a.u.
total charge: 0
spin multiplicity: 2
gap between HOMO and LUMO (spin up / spin down): 7.04 / 1.94 eV